No. 1
Entry from the Open Molecules 2025 dataset: a structure of composition C45H58N2O4P2S4Sr in a non-equilibrium geometry (the ωB97M-V functional and the def2-TZVPD basis).

Values from the calculation:
frontier orbital gap	6.2	eV
highest occupied orbital energy	-1.985	eV
net charge	-2
LUMO	0.1562	Ha
relative energy (zero: lowest compared OMol25 entry of this formula, charge and spin)	0.339	eV

Cartesian coordinates (Å):
Sr (0.6319, 0.6526, -0.5708)
C (1.7339, 1.4820, 2.7755)
N (1.4997, 2.4262, 1.6704)
C (0.2857, 3.2138, 1.8860)
C (-0.2873, 3.7296, 0.5712)
N (-1.2115, 2.7614, -0.0415)
C (-1.6087, 3.2229, -1.3785)
C (-2.3758, 2.5436, 0.8044)
C (-3.2947, 3.5785, 0.9558)
C (-4.4319, 3.4473, 1.7355)
C (-4.6505, 2.2385, 2.3884)
C (-3.7384, 1.2081, 2.2582)
C (-2.5694, 1.3172, 1.4734)
S (-1.4666, -0.0378, 1.4383)
C (2.6910, 3.2314, 1.4730)
C (2.9564, 4.3004, 2.3265)
C (4.0997, 5.0750, 2.2096)
C (5.0151, 4.7566, 1.2124)
C (4.7769, 3.6831, 0.3741)
C (3.6193, 2.8784, 0.4728)
S (3.4272, 1.5467, -0.6273)
H (1.8838, 2.0104, 3.7288)
H (2.6252, 0.8944, 2.5687)
H (0.8871, 0.8015, 2.8648)
H (0.4475, 4.0625, 2.5600)
H (-0.4476, 2.5659, 2.3679)
H (0.5365, 3.9057, -0.1304)
H (-0.7944, 4.6937, 0.7286)
H (-2.0742, 4.2181, -1.3548)
H (-2.3100, 2.5108, -1.8092)
H (-0.7352, 3.2671, -2.0263)
H (-3.1166, 4.5195, 0.4484)
H (-5.1300, 4.2702, 1.8304)
H (-5.5327, 2.1036, 3.0048)
H (-3.8974, 0.2705, 2.7764)
H (2.2571, 4.5293, 3.1215)
H (4.2724, 5.9007, 2.8894)
H (5.9179, 5.3467, 1.0933)
H (5.4907, 3.4256, -0.3999)
C (0.1807, -4.7668, -2.1337)
C (-0.5094, -4.3522, -0.8569)
C (-1.7703, -3.7605, -0.8843)
C (-2.4082, -3.3750, 0.2861)
C (-3.7400, -2.6727, 0.2547)
C (-1.7717, -3.6050, 1.5028)
C (-0.5210, -4.2033, 1.5643)
C (0.1950, -4.3865, 2.8762)
C (0.0993, -4.5678, 0.3697)
H (-0.2010, -4.2068, -2.9878)
H (0.0222, -5.8308, -2.3304)
H (1.2563, -4.5942, -2.0674)
H (-2.2473, -3.5615, -1.8394)
H (-4.5320, -3.3080, 0.6616)
H (-4.0133, -2.3947, -0.7638)
H (-3.6834, -1.7596, 0.8511)
H (-2.2416, -3.2610, 2.4182)
H (0.9864, -3.6370, 2.9592)
H (0.6597, -5.3728, 2.9398)
H (-0.4852, -4.2638, 3.7198)
H (1.0954, -4.9939, 0.4022)
C (1.3008, -1.7775, -4.1643)
C (2.5058, -0.8510, -4.0153)
C (3.1359, -0.5639, -5.3732)
C (3.5205, -1.4431, -3.0469)
O (2.1349, 0.3965, -3.4126)
P (0.7621, 1.2074, -3.7382)
O (0.5138, 1.2665, -5.1955)
O (-0.2708, 0.6772, -2.7810)
O (1.1569, 2.6347, -3.0850)
C (1.9499, 3.6736, -3.6905)
C (2.2083, 4.6561, -2.5566)
C (3.2649, 3.1159, -4.2222)
C (1.1383, 4.3261, -4.8047)
H (1.6317, -2.7431, -4.5504)
H (0.5679, -1.3475, -4.8497)
H (0.8207, -1.9322, -3.1959)
H (3.4679, -1.4933, -5.8423)
H (3.9982, 0.0932, -5.2440)
H (2.4055, -0.0701, -6.0155)
H (3.9302, -2.3738, -3.4503)
H (3.0554, -1.6499, -2.0795)
H (4.3303, -0.7333, -2.8752)
H (2.7165, 4.1485, -1.7366)
H (1.2631, 5.0673, -2.1923)
H (2.8341, 5.4793, -2.9109)
H (3.7841, 2.5849, -3.4222)
H (3.8905, 3.9359, -4.5821)
H (3.0752, 2.4280, -5.0483)
H (0.2055, 4.7230, -4.3966)
H (0.8989, 3.5877, -5.5705)
H (1.7060, 5.1479, -5.2466)
S (4.0177, -1.4224, 3.9179)
P (3.9492, -1.8588, 1.9890)
S (2.2014, -1.7852, 1.0338)
C (4.6371, -3.5668, 1.7612)
C (4.0498, -4.4889, 0.9048)
C (4.6047, -5.7545, 0.7376)
C (5.7575, -6.1049, 1.4246)
C (6.3516, -5.1860, 2.2836)
C (5.7917, -3.9273, 2.4523)
C (5.2171, -0.8978, 1.0803)
C (5.8323, 0.2022, 1.6590)
C (6.7841, 0.9220, 0.9459)
C (7.1299, 0.5374, -0.3408)
C (6.5180, -0.5672, -0.9217)
C (5.5609, -1.2785, -0.2146)
H (3.1521, -4.1942, 0.3758)
H (4.1330, -6.4658, 0.0694)
H (6.1930, -7.0891, 1.2966)
H (7.2502, -5.4556, 2.8262)
H (6.2353, -3.2139, 3.1371)
H (5.5484, 0.4947, 2.6625)
H (7.2407, 1.7962, 1.3941)
H (7.8650, 1.1058, -0.8988)
H (6.7739, -0.8624, -1.9327)
H (5.0636, -2.1266, -0.6710)

---

No. 2
Entry from the Open Molecules 2025 dataset: a structure of composition C45H58NOP3RuS2 in a non-equilibrium geometry (the ωB97M-V functional and the def2-TZVPD basis).

Values from the calculation:
frontier orbital gap (alpha / beta)	6.7 / 6.2	eV
spin multiplicity	6
highest occupied orbital energy (alpha / beta)	-4.117 / -4.193	eV
net charge	-1
LUMO (alpha / beta)	0.0963 / 0.0751	Ha

Cartesian coordinates (Å):
Ru (0.6978, 0.4973, 0.6357)
S (-0.6287, -1.4306, 1.8998)
P (-1.4072, -2.3102, 0.2540)
C (-1.0965, -1.8524, -1.3492)
P (-1.2178, -0.3153, -2.0344)
S (-0.1149, 1.3716, -1.6162)
C (-2.8986, 0.4433, -2.2007)
C (-3.9258, 0.1071, -1.3294)
C (-5.1715, 0.7182, -1.4346)
C (-5.3908, 1.6740, -2.4132)
C (-4.3663, 2.0164, -3.2898)
C (-3.1270, 1.4066, -3.1852)
C (-0.8541, -0.6795, -3.8089)
C (0.1903, -0.0878, -4.5081)
C (0.4626, -0.4614, -5.8208)
C (-0.3124, -1.4268, -6.4430)
C (-1.3637, -2.0176, -5.7516)
C (-1.6291, -1.6501, -4.4422)
C (-0.7942, -4.0565, 0.3184)
C (0.5905, -4.2005, 0.3005)
C (1.1800, -5.4529, 0.3011)
C (0.3866, -6.5932, 0.3037)
C (-0.9920, -6.4643, 0.3346)
C (-1.5804, -5.2040, 0.3528)
C (-3.1945, -2.6096, 0.6107)
C (-3.9801, -3.0755, -0.4445)
C (-5.3139, -3.3942, -0.2412)
C (-5.8783, -3.2399, 1.0205)
C (-5.1065, -2.7592, 2.0676)
C (-3.7663, -2.4464, 1.8654)
H (-3.7528, -0.6436, -0.5709)
H (-5.9674, 0.4404, -0.7534)
H (-6.3553, 2.1620, -2.4911)
H (-4.5346, 2.7651, -4.0555)
H (-2.3185, 1.6759, -3.8547)
H (0.7852, 0.6719, -4.0162)
H (1.2842, 0.0039, -6.3539)
H (-0.0993, -1.7233, -7.4638)
H (-1.9741, -2.7724, -6.2341)
H (-2.4362, -2.1163, -3.8903)
H (1.1935, -3.3027, 0.2873)
H (2.2601, -5.5503, 0.2956)
H (0.8390, -7.5778, 0.2838)
H (-1.6190, -7.3485, 0.3464)
H (-2.6569, -5.1243, 0.4002)
H (-3.5244, -3.1748, -1.4239)
H (-5.9132, -3.7674, -1.0633)
H (-6.9194, -3.4935, 1.1830)
H (-5.5483, -2.6345, 3.0495)
H (-3.1551, -2.0712, 2.6780)
C (5.1308, 0.9847, -1.2198)
C (3.6678, 1.0461, -0.7831)
P (2.8083, -0.5445, -0.3652)
C (4.0241, -1.1661, 0.8897)
C (3.5625, -2.3652, 1.7174)
C (3.2564, -1.4551, -1.9367)
C (2.3914, -2.6403, -2.3653)
H (5.4609, 1.9794, -1.5282)
H (5.2816, 0.3089, -2.0625)
H (5.7766, 0.6580, -0.4030)
H (3.0580, 1.5046, -1.5645)
H (3.5656, 1.6714, 0.1042)
H (4.1634, -0.3053, 1.5518)
H (4.9756, -1.3797, 0.3987)
H (2.5555, -2.2030, 2.1073)
H (4.2330, -2.5192, 2.5660)
H (3.5555, -3.2822, 1.1265)
H (4.3001, -1.7660, -1.8473)
H (3.1955, -0.6813, -2.7066)
H (2.6295, -3.5368, -1.7937)
H (2.5555, -2.8645, -3.4229)
H (1.3300, -2.4268, -2.2277)
C (2.3552, 0.1467, 4.0081)
C (1.6674, 1.4399, 4.4650)
C (0.1401, 1.3405, 4.3548)
C (2.2194, 2.6712, 3.7678)
C (2.9514, 3.5460, 4.5460)
C (3.4359, 4.7538, 4.0563)
C (3.0992, 5.1296, 2.7606)
C (2.3805, 4.3079, 1.9167)
C (1.9330, 4.9000, 0.5904)
C (2.4342, 4.1745, -0.6606)
C (0.4008, 4.9724, 0.5380)
C (1.9915, 2.9722, 2.3554)
N (1.4958, 2.1046, 1.4947)
H (1.9802, -0.7075, 4.5777)
H (3.4383, 0.2123, 4.1414)
H (2.1462, -0.0326, 2.9572)
H (1.8999, 1.5665, 5.5275)
H (-0.1682, 1.1781, 3.3279)
H (-0.3323, 2.2573, 4.7172)
H (-0.2284, 0.4991, 4.9467)
H (3.1361, 3.2850, 5.5837)
H (4.0259, 5.4086, 4.6851)
H (3.3987, 6.1101, 2.4024)
H (2.3283, 5.9204, 0.5650)
H (1.9825, 3.1887, -0.7129)
H (3.5227, 4.0765, -0.6625)
H (2.1350, 4.7340, -1.5519)
H (0.0081, 3.9573, 0.5121)
H (0.0699, 5.4936, -0.3644)
H (-0.0030, 5.4904, 1.4114)
C (-3.7396, 2.8767, 1.5524)
C (-2.2858, 2.7117, 1.1361)
O (-1.8905, 1.3492, 1.1279)
H (-3.9871, 3.9378, 1.6375)
H (-3.9041, 2.3955, 2.5181)
H (-4.4076, 2.4219, 0.8173)
H (-1.6306, 3.2040, 1.8552)
H (-2.1175, 3.1639, 0.1529)
H (-2.3435, 0.9001, 0.4063)